CH9NO3 | ωB97M-V with the def2-TZVPD basis set

Geometry as ORCA input:
```
! wB97M-V def2-TZVPD RIJCOSX def2/J DEFGRID3
* xyz 0 1
C 2.570 0.415 -1.413
N 3.272 -0.649 -1.431
H 1.838 0.426 -2.237
H 2.162 0.897 -0.523
H 3.752 -0.728 -0.526
H -0.590 0.540 -1.192
H -0.270 1.194 0.214
O -0.931 1.075 -0.469
H -0.130 -0.269 2.367
H -1.536 0.012 1.709
O -0.856 0.363 2.307
H -3.095 -0.337 0.087
H -3.397 -1.428 1.123
O -2.838 -1.228 0.368
*
```

Calculated values
highest occupied orbital energy: -10.603 eV
SMILES: C=N.O.O.O
relative energy (zero: lowest compared OMol25 entry of this formula, charge and spin): 1.326 eV
Kohn-Sham gap: 11.130 eV
lowest unoccupied orbital energy: 0.53 eV